[1]
{"formula": "C28H36CeP2Si", "method": "ωB97M-V with the def2-TZVPD basis set", "total_charge": 1, "homo_ha": [-0.359, -0.359], "orbital_gap_ev": [6.4880, 6.5246], "lumo_ev": [-3.27, -3.24], "energy_ev": -68996.054, "relative_energy_kcal_mol": 0.00, "multiplicity": 2, "symbols": ["C", "C", "C", "H", "C", "C", "H", "H", "H", "H", "Ce", "C", "H", "H", "H", "Si", "C", "C", "H", "C", "H", "C", "H", "C", "H", "C", "H", "C", "C", "H", "C", "H", "C", "H", "C", "H", "C", "H", "H", "H", "C", "P", "C", "C", "C", "C", "C", "C", "C", "P", "C", "C", "H", "H", "H", "H", "H", "H", "H", "H", "H", "H", "H", "H", "H", "H", "H", "H"], "coordinates": [[-0.470, 2.520, 0.792], [-1.479, 2.687, -0.217], [-2.761, 2.590, 0.404], [-1.300, 2.916, -1.266], [-2.554, 2.365, 1.802], [-1.129, 2.310, 2.042], [-0.634, 2.224, 3.007], [0.605, 2.566, 0.639], [-3.716, 2.719, -0.106], [-3.334, 2.298, 2.561], [-1.647, 0.261, 0.620], [-0.778, -1.361, -1.602], [-1.847, -1.160, -1.333], [-0.175, -1.879, -0.835], [-0.811, -2.027, -2.487], [0.338, 0.266, -2.552], [1.919, -0.353, -3.460], [2.854, 0.656, -3.769], [2.726, 1.702, -3.460], [4.011, 0.378, -4.499], [4.697, 1.199, -4.718], [4.266, -0.913, -4.974], [5.197, -1.145, -5.497], [3.307, -1.915, -4.740], [3.429, -2.918, -5.155], [2.173, -1.649, -3.949], [1.489, -2.478, -3.732], [-0.952, 0.983, -3.708], [-0.465, 1.856, -4.699], [0.591, 1.793, -4.978], [-1.296, 2.859, -5.230], [-0.924, 3.574, -5.970], [-2.606, 3.010, -4.765], [-3.231, 3.849, -5.111], [-3.109, 2.091, -3.837], [-4.121, 2.216, -3.445], [-2.313, 1.036, -3.353], [-2.758, 0.280, -2.683], [-0.069, 0.666, -0.971], [0.983, 1.620, -2.420], [1.827, -1.913, 0.653], [0.923, -0.699, 1.700], [2.239, 0.541, 1.953], [0.953, -1.551, 3.323], [2.096, -2.129, 3.879], [2.054, -2.720, 5.154], [0.847, -2.777, 5.864], [-0.309, -2.222, 5.307], [-0.258, -1.602, 4.061], [-1.747, -0.773, 3.358], [-3.000, -2.097, 3.429], [-2.206, 0.371, 4.708], [1.783, -1.613, -0.400], [1.374, -2.903, 0.768], [2.870, -1.947, 0.983], [1.966, 1.233, 2.759], [3.172, 0.032, 2.236], [2.420, 1.133, 1.047], [3.045, -2.126, 3.333], [2.965, -3.129, 5.601], [0.801, -3.247, 6.847], [-1.252, -2.272, 5.857], [-3.369, -2.208, 4.456], [-3.830, -1.817, 2.763], [-2.571, -3.046, 3.082], [-2.606, -0.222, 5.537], [-1.326, 0.934, 5.044], [-2.966, 1.076, 4.352]], "mulliken_spin": [-0.0060, -0.0016, -0.0049, 0.0009, -0.0082, 0.0069, 0.0006, 0.0001, 0.0004, 0.0000, 1.0219, -0.0020, -0.0013, 0.0001, 0.0005, -0.0042, 0.0008, -0.0005, 0.0001, -0.0001, 0.0000, 0.0000, 0.0000, 0.0000, 0.0000, -0.0001, 0.0000, -0.0002, -0.0001, 0.0000, -0.0002, 0.0000, 0.0001, 0.0000, 0.0000, -0.0001, 0.0017, -0.0016, 0.0001, -0.0029, 0.0003, -0.0002, -0.0003, -0.0015, 0.0000, 0.0000, 0.0000, 0.0002, -0.0038, 0.0052, 0.0002, -0.0003, 0.0001, -0.0001, 0.0000, 0.0002, 0.0000, 0.0001, 0.0000, 0.0000, 0.0000, 0.0000, -0.0001, -0.0006, 0.0000, 0.0001, 0.0001, 0.0001]}

=====

[2]
{"formula": "C28H36F19N4O3SSi", "method": "ωB97M-V with the def2-TZVPD basis set", "total_charge": 1, "homo_ha": -0.441, "orbital_gap_ev": 8.8254, "lumo_ev": -3.18, "energy_ev": -112061.637, "multiplicity": 1, "symbols": ["C", "O", "C", "N", "C", "N", "C", "C", "C", "F", "N", "C", "S", "N", "C", "F", "F", "C", "C", "Si", "C", "C", "C", "C", "C", "C", "C", "C", "H", "H", "H", "H", "H", "H", "H", "H", "H", "H", "H", "H", "H", "H", "H", "H", "H", "H", "H", "H", "H", "H", "H", "H", "H", "H", "H", "H", "C", "C", "C", "F", "F", "F", "F", "O", "C", "C", "F", "F", "F", "F", "H", "H", "H", "H", "C", "C", "C", "F", "F", "F", "F", "O", "C", "C", "F", "F", "F", "F", "H", "H", "H", "H"], "coordinates": [[-1.161, -2.815, 3.850], [-1.115, -3.420, 2.547], [-1.983, -2.837, 1.640], [-1.479, -1.546, 1.137], [-0.365, -1.239, 0.435], [0.585, -2.043, -0.042], [0.573, -3.504, 0.064], [1.736, -1.460, -0.725], [1.431, -0.805, -2.059], [2.392, -0.562, 0.071], [-0.293, 0.102, 0.248], [-1.375, 0.605, 0.792], [-1.569, 2.362, 0.708], [-2.132, -0.348, 1.351], [-3.424, -0.192, 2.035], [-3.681, 1.098, 2.211], [-3.336, -0.724, 3.271], [-4.563, -0.878, 1.226], [-5.864, -0.079, 1.158], [-7.291, -1.322, 0.781], [-7.881, -1.925, 2.462], [-8.668, -0.555, -0.222], [-6.483, -2.755, -0.163], [-6.386, -3.974, 0.437], [-5.766, -5.010, -0.207], [-5.244, -4.826, -1.451], [-5.352, -3.621, -2.066], [-5.966, -2.584, -1.428], [-1.092, -1.730, 3.786], [-0.276, -3.154, 4.376], [-2.055, -3.155, 4.369], [-2.966, -2.748, 2.098], [-2.103, -3.497, 0.790], [0.784, -3.823, 1.080], [-0.353, -3.934, -0.296], [1.349, -3.942, -0.552], [2.465, -2.241, -0.921], [2.327, -0.747, -2.665], [1.075, 0.200, -1.850], [0.630, -1.332, -2.573], [-2.137, 2.544, -0.499], [-4.201, -1.140, 0.237], [-4.780, -1.787, 1.789], [-5.841, 0.612, 0.315], [-6.128, 0.398, 2.097], [-8.715, -2.621, 2.375], [-7.059, -2.464, 2.938], [-8.202, -1.109, 3.105], [-8.335, -0.185, -1.190], [-9.224, 0.208, 0.318], [-9.388, -1.349, -0.434], [-6.779, -4.161, 1.427], [-5.649, -5.985, 0.245], [-4.730, -5.614, -1.983], [-4.948, -3.442, -3.053], [-6.051, -1.602, -1.876], [4.235, 3.031, -2.826], [3.939, 2.047, -3.981], [4.681, 0.707, -3.986], [6.007, 0.855, -4.104], [4.261, -0.029, -5.045], [4.093, 2.676, -5.162], [2.608, 1.733, -3.875], [5.131, 4.113, -3.058], [6.498, 3.993, -2.882], [7.266, 4.221, -4.188], [6.897, 3.333, -5.130], [8.589, 4.065, -3.961], [6.823, 2.827, -2.296], [6.868, 4.970, -2.026], [3.283, 3.529, -2.645], [4.469, 2.509, -1.897], [4.465, 0.144, -3.072], [7.082, 5.229, -4.565], [5.349, 3.131, 3.213], [6.442, 2.360, 2.442], [7.128, 3.054, 1.259], [6.263, 3.349, 0.268], [8.059, 2.222, 0.742], [5.950, 1.160, 2.056], [7.430, 2.108, 3.343], [3.980, 2.850, 2.914], [3.300, 3.502, 1.908], [2.850, 2.534, 0.812], [3.898, 1.899, 0.256], [2.217, 3.218, -0.174], [4.009, 4.530, 1.412], [2.182, 4.030, 2.457], [5.455, 2.796, 4.244], [5.545, 4.203, 3.236], [7.627, 3.972, 1.583], [2.165, 1.784, 1.214]], "lowdin_charge": [-0.0392, -0.1438, -0.1500, 0.1280, -0.2296, 0.0109, 0.0105, -0.3528, 0.0077, 0.0334, 0.1675, -0.5955, 0.9015, 0.0894, -0.5030, 0.1150, 0.1281, -0.1398, -0.2037, 0.6141, -0.1672, -0.1633, -0.2777, -0.1092, -0.0830, -0.0987, -0.0942, -0.1084, 0.0836, 0.0990, 0.1024, 0.1259, 0.1378, 0.1003, 0.0928, 0.1007, 0.1489, 0.0676, 0.0748, 0.0970, -0.0946, 0.1192, 0.0983, 0.0829, 0.0863, 0.0425, 0.0279, 0.0381, 0.0314, 0.0360, 0.0408, 0.0982, 0.1118, 0.1120, 0.1119, 0.1102, -0.0410, -0.4278, -0.3162, 0.1147, 0.0915, 0.1421, 0.0873, 0.0492, -0.5350, -0.2863, 0.1041, 0.1038, 0.1457, 0.1413, 0.1422, 0.1201, 0.1598, 0.1763, -0.0280, -0.4363, -0.2972, 0.0866, 0.1048, 0.1277, 0.1100, 0.0446, -0.5373, -0.2865, 0.0901, 0.0864, 0.1596, 0.1426, 0.1484, 0.1473, 0.1776, 0.1568]}

=====

[3]
{"formula": "C28H36N4O2P2Pd", "method": "ωB97M-V with the def2-TZVPD basis set", "homo_ha": [-0.293, -0.309], "orbital_gap_ev": [7.5422, 5.0560], "lumo_ev": [-0.42, -3.34], "energy_ev": -61725.596, "relative_energy_kcal_mol": 53.52, "multiplicity": 3, "symbols": ["Pd", "C", "C", "C", "C", "C", "C", "C", "C", "C", "H", "H", "H", "H", "H", "H", "H", "H", "H", "H", "H", "H", "H", "H", "H", "P", "P", "N", "N", "N", "N", "C", "C", "C", "C", "C", "C", "C", "C", "C", "C", "C", "C", "C", "C", "C", "C", "C", "C", "H", "H", "H", "H", "H", "H", "H", "H", "H", "H", "H", "H", "H", "H", "H", "H", "H", "H", "H", "H", "O", "C", "O", "H"], "coordinates": [[0.128, -3.169, 2.894], [-0.956, 1.454, 4.557], [-1.298, 0.699, 3.510], [-1.010, 0.931, 2.067], [0.365, 0.402, 1.541], [1.560, 0.641, 2.403], [1.686, 1.578, 3.331], [0.875, 2.851, 3.390], [-0.282, 2.788, 4.418], [0.721, -2.620, 4.701], [-1.412, 1.259, 5.523], [-1.761, -0.294, 3.693], [-1.129, 1.991, 1.821], [-1.764, 0.375, 1.494], [0.263, -0.690, 1.414], [0.517, 0.817, 0.528], [2.303, -0.171, 2.347], [2.490, 1.522, 4.086], [0.518, 3.124, 2.389], [1.535, 3.686, 3.680], [0.113, 3.097, 5.401], [-1.059, 3.492, 4.095], [-0.205, -2.090, 5.034], [1.516, -1.871, 4.472], [1.038, -3.378, 5.460], [1.455, -1.093, -1.549], [-2.056, -0.505, -1.435], [2.817, 0.007, -1.819], [2.150, -2.336, -2.609], [-2.318, 1.231, -1.804], [-3.619, -0.953, -2.125], [0.388, -0.297, -2.834], [-1.030, -0.896, -2.929], [3.779, 0.269, -0.842], [4.797, 1.028, -1.414], [4.467, 1.233, -2.788], [3.257, 0.588, -3.016], [2.312, -3.647, -2.158], [2.754, -4.431, -3.215], [2.854, -3.590, -4.364], [2.518, -2.303, -3.961], [-2.384, 2.191, -0.784], [-2.306, 3.456, -1.341], [-2.147, 3.287, -2.758], [-2.210, 1.924, -3.012], [-4.409, -0.356, -3.117], [-5.454, -1.211, -3.428], [-5.288, -2.399, -2.641], [-4.149, -2.231, -1.868], [0.849, -0.357, -3.830], [0.313, 0.769, -2.571], [-1.527, -0.563, -3.863], [-0.982, -2.001, -2.970], [3.632, -0.093, 0.167], [5.678, 1.402, -0.909], [5.025, 1.781, -3.529], [2.675, 0.523, -3.922], [2.092, -3.881, -1.130], [2.981, -5.486, -3.171], [3.117, -3.885, -5.367], [2.531, -1.381, -4.521], [-2.528, 1.882, 0.240], [-2.353, 4.400, -0.810], [-1.978, 4.064, -3.491], [-2.255, 1.408, -3.968], [-4.176, 0.620, -3.511], [-6.244, -1.001, -4.130], [-5.925, -3.262, -2.651], [-3.648, -2.877, -1.165], [0.265, 1.718, 7.791], [0.444, 0.652, 7.161], [0.658, 0.457, 5.915], [0.428, -0.279, 7.799]], "mulliken_spin": [0.8388, -0.0340, 0.2809, 0.0119, 0.0156, -0.0528, 0.0357, -0.0165, 0.0215, 0.2417, 0.0067, 0.0268, 0.0065, -0.0029, 0.0839, -0.0006, -0.0340, -0.0001, -0.0001, 0.0002, -0.0056, -0.0016, -0.0161, -0.0353, -0.0214, 0.0028, 0.0017, -0.0002, -0.0003, -0.0003, 0.0000, 0.0015, -0.0001, 0.0007, 0.0001, 0.0000, 0.0000, -0.0034, -0.0014, 0.0001, 0.0002, 0.0007, 0.0000, -0.0002, 0.0002, 0.0000, 0.0000, -0.0001, -0.0001, -0.0002, 0.0000, 0.0002, 0.0001, -0.0021, 0.0000, 0.0000, 0.0001, 0.0056, -0.0001, 0.0000, 0.0000, -0.0020, 0.0000, 0.0000, 0.0000, 0.0000, 0.0000, 0.0000, 0.0003, 0.1147, -0.0495, 0.5318, 0.0501]}